ORCA calculation (the ωB97M-V functional and the def2-TZVPD basis) on one molecule with the formula C2H3O2P.

```
8
Properties=species:S:1:pos:R:3:forces:R:3
C -0.780 -0.856 -0.027 -0.9 -0.7 0.7
C 1.195 0.292 0.036 4.5 0.9 -0.6
O 0.622 -0.861 0.083 -1.5 -1.7 -0.2
O 0.641 1.331 -0.083 1.2 1.7 0.0
P -1.929 0.390 0.025 -0.8 -1.8 -0.3
H -1.138 -1.916 -0.014 0.5 1.1 -0.1
H 2.404 0.223 0.007 -2.6 -0.2 0.3
H -1.015 1.398 -0.027 -0.5 0.9 0.2
```
Positions in Å, forces in eV/Å.

orbital gap	9.52	eV
energy above the lowest of the compared OMol25 structures with the same formula, charge and spin	2.137	eV
SMILES	[H]/P=C\OC=O
LUMO level	0.0048	Ha
largest force on an atom	0.0897	hartree/bohr


ORCA calculation (the ωB97M-V functional and the def2-TZVPD basis) on an isolated ion of composition C2H3O2Se and charge -1.

```
8
Properties=species:S:1:pos:R:3:forces:R:3
C 1.185 -0.688 0.208 -3.2 1.2 -1.1
C -0.381 0.227 0.018 0.0 2.0 -0.7
O -1.957 0.165 -0.101 1.9 -1.4 -0.7
O 1.286 -1.851 0.242 0.0 -2.8 0.1
Se 2.328 0.666 0.372 2.0 1.6 0.3
H -0.163 0.640 1.015 -1.2 0.3 -0.4
H -0.130 1.046 -0.757 -0.1 -1.4 1.3
H -2.169 -0.204 -0.996 0.5 0.4 1.2
```
Positions in Å, forces in eV/Å.

orbital gap	7.13	eV
energy above the lowest of the compared OMol25 structures with the same formula, charge and spin	2.346	eV
SMILES	[O-]C(=[Se])CO
LUMO level	0.1371	Ha
total charge	-1
largest force on an atom	0.0702	hartree/bohr


ORCA calculation (the ωB97M-V functional and the def2-TZVPD basis) on a 2-piece molecular cluster, C2H3O2Se overall.

```
8
Properties=species:S:1:pos:R:3:forces:R:3
C -0.018 0.905 0.060 2.7 -0.2 1.6
C 0.507 -0.478 0.018 -1.5 -3.1 2.9
O -1.161 1.061 -0.484 -1.9 0.6 -1.3
O 0.572 1.796 0.608 0.6 1.2 0.5
Se -0.377 -1.837 -0.982 -0.4 0.2 -0.6
H 0.160 -0.859 1.761 0.7 0.9 -2.9
H 1.513 -0.815 0.009 1.0 1.1 0.4
H -1.195 0.226 -0.990 -1.3 -0.8 -0.7
```
Positions in Å, forces in eV/Å.

orbital gap	6.79	eV
energy above the lowest of the compared OMol25 structures with the same formula, charge and spin	2.505	eV
LUMO level	0.1362	Ha
total charge	-1
largest force on an atom	0.0869	hartree/bohr


ORCA calculation (the ωB97M-V functional and the def2-TZVPD basis) on C2H3O2Sn as an isolated structure.

```
8
Properties=species:S:1:pos:R:3:forces:R:3
C -0.697 0.052 -0.121 -0.7 -1.4 -0.4
C -0.016 -1.047 0.251 -1.1 0.1 0.1
O 1.276 -1.008 0.527 -1.5 -3.0 0.3
O 0.086 1.214 -0.224 -2.5 0.8 -0.7
H -1.698 0.074 -0.549 0.3 0.1 0.4
H -0.382 1.957 -0.613 0.1 0.1 0.0
Sn 1.988 0.747 0.332 5.1 3.1 0.5
H -0.558 -1.989 0.398 0.3 0.3 -0.2
```
Positions in Å, forces in eV/Å.

orbital gap (spin up / spin down)	5.40 / 8.94	eV
energy above the lowest of the compared OMol25 structures with the same formula, charge and spin	0.000	eV
LUMO level (spin up / spin down)	0.0027 / 0.0020	Ha
spin multiplicity	2
largest force on an atom	0.1158	hartree/bohr


ORCA calculation (the ωB97M-V functional and the def2-TZVPD basis) on C2H3O3Rh as an isolated structure.

```
9
Properties=species:S:1:pos:R:3:forces:R:3
O -0.325 0.073 -0.837 -0.5 1.6 0.4
C -0.914 1.053 -0.054 -0.6 2.0 0.8
Rh -0.542 -1.630 -1.419 -0.1 -1.8 -1.0
H -1.948 1.293 -0.369 0.4 -0.5 -0.1
H -0.954 0.758 1.013 0.1 -0.2 -0.4
H -0.343 2.000 -0.106 0.0 -0.6 -0.1
O 1.689 -1.467 -0.536 -0.5 0.3 -0.1
C 1.605 -1.110 0.582 2.3 -1.5 1.9
O 1.733 -0.970 1.727 -1.0 0.7 -1.5
```
Positions in Å, forces in eV/Å.

orbital gap (spin up / spin down)	8.46 / 8.61	eV
energy above the lowest of the compared OMol25 structures with the same formula, charge and spin	0.000	eV
LUMO level (spin up / spin down)	-0.1506 / -0.3165	Ha
spin multiplicity	6
total charge	+1
largest force on an atom	0.0642	hartree/bohr


ORCA calculation (the ωB97M-V functional and the def2-TZVPD basis) on an isolated ion of composition C2H3O4P and charge -2.

```
10
Properties=species:S:1:pos:R:3:forces:R:3
C 0.531 -0.884 -0.921 2.2 -0.6 -0.1
C -0.390 -0.023 -0.168 -1.7 0.5 0.4
O 1.173 1.302 1.725 0.0 -0.2 0.0
O -1.146 2.275 1.342 -0.8 0.6 0.0
O -0.884 -0.354 1.270 0.8 0.4 0.4
O 0.526 -0.422 -2.177 0.4 0.3 -1.5
P -0.197 1.154 1.140 0.3 -1.2 -0.3
H 1.600 -1.015 -0.501 -1.0 0.2 0.1
H 0.038 -1.857 -0.866 0.0 -1.3 0.4
H -1.252 -0.176 -0.843 -0.1 1.3 0.6
```
Positions in Å, forces in eV/Å.

orbital gap	6.41	eV
energy above the lowest of the compared OMol25 structures with the same formula, charge and spin	1.705	eV
SMILES	O=[P@]1([O-])O[C@@H]1C[O-]
LUMO level	0.2678	Ha
total charge	-2
largest force on an atom	0.0445	hartree/bohr


ORCA calculation (the ωB97M-V functional and the def2-TZVPD basis) on an isolated ion of composition C2H3O4S2 and charge -1.

```
11
Properties=species:S:1:pos:R:3:forces:R:3
C -1.057 -0.400 0.563 2.6 2.2 -1.3
C -0.001 0.291 0.007 -1.9 -3.3 -1.2
O 1.721 -2.658 -2.028 -1.2 -0.4 -0.2
O -3.094 -1.391 -0.684 -0.2 0.0 -0.2
O -0.947 -2.237 -1.490 0.8 1.0 -0.3
O 1.087 -2.760 0.277 -1.2 -0.9 -1.7
S -1.796 -1.939 -0.240 -0.6 0.4 1.8
S 0.732 -3.225 -1.102 2.5 0.8 1.8
H -1.447 0.123 1.468 -0.5 -1.1 -0.7
H 0.522 -0.120 -0.903 -0.6 0.4 1.0
H 0.309 1.250 0.300 0.3 1.0 0.8
```
Positions in Å, forces in eV/Å.

orbital gap	8.40	eV
energy above the lowest of the compared OMol25 structures with the same formula, charge and spin	2.511	eV
LUMO level	0.1354	Ha
total charge	-1
largest force on an atom	0.0780	hartree/bohr


ORCA calculation (the ωB97M-V functional and the def2-TZVPD basis) on a 2-piece molecular cluster, C2H3O7S2 overall.

```
14
Properties=species:S:1:pos:R:3:forces:R:3
C -1.159 -0.809 0.093 1.8 1.8 0.7
C -2.305 0.199 0.123 -0.3 0.1 0.3
O 0.047 -0.365 0.199 -1.8 -0.3 -0.3
O 3.928 -0.657 -1.606 0.3 0.7 -0.2
O 3.202 -0.077 0.788 -1.9 0.7 -1.9
O 2.481 2.439 0.916 0.1 -0.1 0.5
O 2.037 0.970 -0.931 0.5 -0.8 0.5
O -1.514 -1.961 0.052 -0.6 -2.8 -0.3
O -3.585 -0.441 -0.051 0.9 -2.0 -0.8
S 2.733 -0.535 -0.823 0.3 -1.4 0.7
S 1.898 1.133 0.738 1.1 1.2 0.5
H -1.993 1.010 -0.601 -1.1 -0.7 0.6
H -2.402 0.563 1.152 0.7 0.6 -0.2
H -3.366 -1.470 -0.049 0.1 2.9 -0.1
```
Positions in Å, forces in eV/Å.

orbital gap	8.84	eV
energy above the lowest of the compared OMol25 structures with the same formula, charge and spin	1.278	eV
LUMO level	0.1226	Ha
total charge	-1
largest force on an atom	0.0559	hartree/bohr


ORCA calculation (the ωB97M-V functional and the def2-TZVPD basis) on C2H3OS as an isolated structure.

```
7
Properties=species:S:1:pos:R:3:forces:R:3
C 0.968 0.201 -0.271 -2.1 1.1 -1.0
C -0.911 -0.123 0.116 4.4 3.5 -0.1
O 1.291 1.031 -1.117 -1.4 -0.4 0.5
S 2.030 -0.704 0.617 0.5 -1.2 1.2
H -1.109 0.603 0.894 -0.2 0.3 0.0
H -0.834 -1.036 0.526 -0.1 -3.4 1.1
H -1.436 0.028 -0.764 -1.1 0.1 -1.6
```
Positions in Å, forces in eV/Å.

orbital gap	7.18	eV
energy above the lowest of the compared OMol25 structures with the same formula, charge and spin	0.859	eV
LUMO level	0.1498	Ha
total charge	-1
largest force on an atom	0.1103	hartree/bohr


ORCA calculation (the ωB97M-V functional and the def2-TZVPD basis) on C2H3OS5SbTl as an isolated structure.

```
13
Properties=species:S:1:pos:R:3:forces:R:3
Tl 9.559 3.935 3.356 0.0 0.1 0.2
S 5.535 3.845 5.338 0.0 0.0 -0.8
Sb 6.029 3.903 3.050 1.0 0.0 0.9
S 7.803 2.192 2.705 -0.6 -0.3 -0.1
S 7.735 5.696 2.804 -0.5 0.2 -0.1
C 16.398 5.142 3.484 -0.1 0.3 -0.7
O 15.175 4.846 2.763 0.1 -0.4 1.2
C 14.615 3.599 3.117 0.8 0.1 -0.5
S 15.762 2.450 3.563 -0.4 -0.9 0.3
S 12.962 3.357 2.950 0.5 0.5 -0.1
H 16.748 6.103 3.126 -0.2 0.4 -0.3
H 17.199 4.416 3.334 -0.3 0.0 -0.2
H 16.239 5.223 4.553 -0.3 -0.1 0.2
```
Positions in Å, forces in eV/Å.

orbital gap (spin up / spin down)	6.26 / 5.04	eV
energy above the lowest of the compared OMol25 structures with the same formula, charge and spin	0.000	eV
LUMO level (spin up / spin down)	0.1734 / 0.1252	Ha
spin multiplicity	2
total charge	-2
largest force on an atom	0.0262	hartree/bohr


ORCA calculation (the ωB97M-V functional and the def2-TZVPD basis) on C2H3OZn as an isolated structure.

```
7
Properties=species:S:1:pos:R:3:forces:R:3
O -0.643 0.697 0.406 -1.0 -1.0 -0.1
C 0.065 1.271 -0.594 1.2 1.0 -0.2
Zn 1.889 0.746 0.333 -0.4 -0.1 -0.3
H -1.594 0.560 0.254 -0.5 0.0 -0.5
C 0.242 -0.692 -0.046 1.8 -1.6 1.4
H 0.255 -1.193 -1.020 -1.5 1.1 -0.5
H -0.214 -1.389 0.668 0.4 0.6 0.3
```
Positions in Å, forces in eV/Å.

orbital gap (spin up / spin down)	7.20 / 6.54	eV
energy above the lowest of the compared OMol25 structures with the same formula, charge and spin	6.662	eV
LUMO level (spin up / spin down)	-0.2407 / -0.2333	Ha
total charge	+1
largest force on an atom	0.0542	hartree/bohr


ORCA calculation (the ωB97M-V functional and the def2-TZVPD basis) on a 19-piece molecular cluster, C2H42O18S overall.

```
63
Properties=species:S:1:pos:R:3:forces:R:3
C -0.735 0.487 -2.535 2.1 -0.3 1.9
C -1.536 -0.477 -3.304 -1.0 1.0 -1.5
S -0.451 -1.548 -4.273 0.6 -0.5 0.0
H -0.138 1.191 -3.063 0.5 0.2 -1.2
H -0.001 -0.002 -1.825 -0.8 0.1 -0.8
H -1.259 1.135 -1.905 -1.6 0.8 1.1
H -2.241 -1.003 -2.728 -0.2 -1.3 1.4
H -2.325 0.056 -3.934 1.6 -0.5 -0.2
H 0.527 -1.885 -3.329 -1.2 0.4 -0.6
H 1.584 -2.340 -0.854 -0.1 -0.2 -0.2
H 2.785 -3.169 -1.472 -0.8 1.1 -0.1
O 2.378 -2.266 -1.426 0.6 -1.6 0.6
H -5.128 0.176 -0.469 0.1 -0.3 -0.2
H -4.739 -1.237 0.135 1.0 -1.2 -0.7
O -5.142 -0.405 0.296 -1.3 1.9 0.7
H -3.220 -2.211 1.666 -1.7 -0.9 -3.7
H -4.464 -3.004 1.142 0.0 -0.2 -0.2
O -3.715 -2.544 0.738 1.9 0.7 4.1
H 2.227 -1.012 1.836 -0.1 0.2 0.0
H 0.923 -0.311 2.271 -0.2 0.9 -0.3
O 1.430 -1.107 2.387 0.5 -0.9 0.8
H -2.751 3.442 -0.845 -0.6 -0.9 0.1
H -4.063 3.244 -0.154 -0.9 0.5 0.6
O -3.465 2.772 -0.713 1.4 0.4 -0.5
H 0.055 -1.963 2.632 -1.6 -0.2 -0.2
H -1.479 -2.725 2.909 2.2 2.6 -1.2
O -0.956 -1.938 2.435 -0.7 -2.8 1.9
H -0.078 3.839 1.522 1.1 0.2 -0.2
H -0.989 3.315 2.578 -0.3 0.5 -1.0
O -1.006 3.758 1.695 -0.8 -0.8 1.2
H 2.925 3.348 2.128 1.8 0.3 -0.1
H 2.052 2.724 0.937 0.6 0.9 1.5
O 2.079 3.043 1.880 -2.6 -1.1 -1.6
H 2.121 0.169 -3.327 0.3 0.3 0.3
H 2.469 -0.972 -2.381 0.8 2.4 0.4
O 2.642 0.053 -2.507 -1.2 -2.7 -1.0
H 3.316 -1.416 0.174 0.1 1.0 -0.2
H 3.027 0.147 -0.020 0.9 -1.9 0.7
O 3.395 -0.544 0.622 -0.8 0.8 -0.9
H 4.187 0.959 1.758 0.4 -0.1 -0.2
H 4.406 1.235 3.173 -0.1 -0.1 1.1
O 4.675 1.571 2.330 -0.2 0.0 -0.9
H -2.098 -0.828 3.439 2.5 -1.0 -0.6
H -3.165 -0.003 3.508 -0.9 -0.9 1.0
O -2.915 -0.894 3.881 -1.9 2.0 -0.3
H 0.181 1.240 0.326 0.1 1.2 -1.1
H -1.163 0.912 1.191 3.3 -0.7 -0.9
O -0.153 0.639 0.960 -3.8 -0.5 1.9
H 2.673 2.887 -2.872 1.0 1.0 -3.3
H 2.457 1.671 -2.007 0.3 1.1 -0.2
O 2.450 2.664 -2.025 -2.2 -1.3 3.3
H -3.260 1.623 0.921 -0.4 -1.2 1.6
H -3.877 0.275 1.533 0.3 1.1 -0.3
O -3.348 1.079 1.778 0.5 0.4 -1.6
H -0.106 -1.398 0.506 0.1 -2.1 -1.6
H -0.576 -2.830 0.606 -0.5 -0.6 0.6
O -0.091 -2.301 -0.011 0.7 2.8 0.2
H 5.304 1.835 -0.832 3.4 0.4 0.6
H 4.002 1.917 -0.113 -0.3 0.9 1.4
O 4.412 1.695 -0.921 -2.0 -1.3 -1.5
H -0.506 -4.485 -2.600 1.2 0.1 0.6
H 0.116 -3.852 -1.363 -0.2 0.4 0.4
O 0.341 -4.433 -2.086 -1.1 -0.5 -1.0
```
Positions in Å, forces in eV/Å.

orbital gap	9.14	eV
energy above the lowest of the compared OMol25 structures with the same formula, charge and spin	3.244	eV
LUMO level	-0.0012	Ha
largest force on an atom	0.0893	hartree/bohr